(1)
{"formula": "C10H11N2OS", "method": "ωB97M-V with the def2-TZVPD basis set", "lumo_energy_ev": -3.78, "orbital_gap_ev": 9.5, "total_charge": 1, "total_energy_ha": -970.25053, "e_homo_ev": -13.246, "smiles": "C=CC[S@]1(=O)=NC=[NH+]c2ccccc21", "species": ["C", "C", "C", "S", "O", "N", "C", "N", "C", "C", "C", "C", "C", "C", "H", "H", "H", "H", "H", "H", "H", "H", "H", "H", "H"], "positions_angstrom": [[-3.872, 0.315, -0.758], [-3.165, -0.603, -0.131], [-1.866, -1.122, -0.403], [-0.786, -0.385, 0.824], [-1.093, -1.022, 2.060], [-1.196, 1.132, 0.757], [-0.376, 2.113, 0.526], [0.953, 2.012, 0.204], [1.601, 0.778, 0.111], [2.921, 0.827, -0.295], [3.599, -0.322, -0.274], [2.980, -1.565, -0.073], [1.636, -1.589, 0.207], [0.930, -0.402, 0.365], [-4.861, 0.481, -0.410], [-3.668, 0.757, -1.695], [-3.622, -0.858, 0.923], [-1.440, -0.950, -1.354], [-1.831, -2.227, -0.152], [-0.859, 3.146, 0.377], [1.422, 2.875, -0.199], [3.464, 1.797, -0.304], [4.615, -0.255, -0.343], [3.466, -2.473, -0.015], [1.052, -2.459, 0.050]], "forces_ev_per_angstrom": [[-0.36, -0.85, -0.37], [-3.07, 0.61, 3.25], [1.69, -2.22, 0.74], [0.70, -0.40, -0.02], [0.43, -0.09, 0.46], [0.44, 1.28, 0.21], [0.27, 1.25, -1.52], [-1.48, 1.67, -0.09], [-0.87, 1.75, -0.24], [-0.14, 1.68, 1.09], [-0.52, -2.12, 0.31], [-1.31, 1.79, 0.43], [-0.28, 0.40, -0.90], [-0.50, -0.08, -0.21], [-0.60, 0.51, 0.50], [0.64, 0.36, -0.95], [1.07, -0.07, -2.21], [0.24, 0.32, -1.20], [0.16, 1.12, -0.36], [1.01, -1.55, 0.65], [-0.80, -1.64, 0.95], [-0.59, -0.77, -0.37], [2.63, -0.17, -0.50], [1.38, -1.61, -0.39], [-0.16, -1.18, 0.75]], "lowdin_charge": [0.0527, -0.2660, -0.2444, 0.8844, -0.2480, -0.0721, -0.1279, 0.1036, -0.2209, -0.0029, -0.0262, -0.0014, -0.0291, -0.2046, 0.0673, 0.0646, 0.1630, 0.1069, 0.1477, 0.1791, 0.1984, 0.1523, 0.1004, 0.1018, 0.1215]}

---

(2)
{"formula": "C5H11N3", "method": "ωB97M-V with the def2-TZVPD basis set", "lumo_energy_ev": 0.47, "orbital_gap_ev": 6.9, "total_energy_ha": -361.00797, "e_homo_ev": -6.381, "species": ["C", "C", "C", "C", "C", "H", "H", "H", "H", "H", "H", "H", "H", "H", "H", "H", "N", "N", "N"], "positions_angstrom": [[-0.998, 1.455, 0.257], [-1.183, 0.249, -0.540], [-0.016, -0.663, -0.608], [-0.271, -2.023, -1.363], [1.009, -0.554, 0.570], [-1.833, 2.433, 0.325], [-0.594, 1.344, 1.215], [-0.342, 2.082, -0.318], [-3.371, 0.720, -1.063], [-2.575, -0.793, -1.592], [-0.817, -2.853, -0.346], [-1.311, -1.716, -2.533], [1.068, -2.431, -1.724], [1.301, -1.722, 0.839], [2.794, -0.254, 1.919], [2.596, 1.496, 2.443], [-2.299, 0.168, -1.136], [1.453, 0.667, 1.030], [2.538, 0.724, 1.669]], "forces_ev_per_angstrom": [[-2.29, 5.10, -0.72], [5.86, -1.04, 2.63], [-3.43, 1.16, 1.01], [0.85, -0.01, 1.32], [-0.35, 0.93, -1.20], [1.11, -3.55, -0.17], [0.46, -0.31, 1.18], [1.18, 0.04, 0.05], [5.16, -1.45, 0.41], [1.11, 2.52, 1.16], [1.54, 1.96, -3.76], [3.45, -1.36, 3.28], [-4.72, 0.80, 0.72], [0.38, 3.25, -0.11], [0.84, 1.15, 0.76], [-0.21, -2.21, -1.86], [-9.77, -2.81, -4.55], [-5.38, -4.15, -4.77], [4.21, -0.01, 4.60]], "lowdin_charge": [-0.0973, -0.4769, -0.3418, -0.1753, -0.1183, 0.1492, 0.0282, 0.0646, 0.2316, 0.0919, 0.1334, 0.1707, 0.1475, 0.1369, 0.0929, 0.1426, 0.0465, -0.1635, -0.0630]}

---

(3)
{"formula": "C37H75B3N3O11S", "method": "ωB97M-V with the def2-TZVPD basis set", "lumo_energy_ev": [0.19, -0.52], "s_squared": 3.7644, "orbital_gap_ev": [8.9, 8.7], "total_energy_ha": -2919.18739, "e_homo_ev": [-8.690, -9.249], "spin_multiplicity": 4, "species": ["C", "C", "O", "C", "O", "C", "C", "C", "B", "O", "B", "O", "B", "C", "C", "C", "C", "S", "O", "O", "O", "O", "H", "H", "H", "H", "H", "H", "H", "H", "H", "H", "H", "H", "H", "H", "H", "H", "H", "H", "H", "H", "H", "C", "C", "C", "C", "C", "C", "N", "O", "C", "C", "C", "H", "H", "H", "H", "H", "H", "H", "H", "H", "H", "H", "H", "H", "H", "H", "H", "H", "H", "C", "C", "C", "C", "C", "C", "N", "O", "C", "C", "C", "H", "H", "H", "H", "H", "H", "H", "H", "H", "H", "H", "H", "H", "H", "H", "H", "H", "H", "C", "C", "C", "C", "C", "C", "N", "O", "C", "C", "C", "H", "H", "H", "H", "H", "H", "H", "H", "H", "H", "H", "H", "H", "H", "H", "H", "H", "H"], "positions_angstrom": [[-10.866, 1.435, 7.061], [-9.661, 0.369, 7.518], [-9.355, -0.422, 6.316], [-8.031, -1.063, 6.389], [-6.951, -0.589, 7.016], [-7.885, -2.506, 5.556], [-6.344, -3.062, 5.483], [-6.239, -3.929, 4.058], [-4.745, -3.879, 3.374], [-3.609, -4.421, 4.192], [-3.234, -5.664, 3.431], [-2.757, -5.455, 2.051], [-3.440, -4.331, 1.381], [-3.027, -4.092, -0.228], [-2.187, -5.368, -0.863], [-1.738, -4.996, -2.429], [-0.079, -4.981, -2.578], [0.461, -4.738, -4.395], [-0.760, -4.745, -5.377], [1.443, -5.885, -4.823], [1.287, -3.236, -4.588], [-4.409, -3.397, 2.020], [-10.411, 2.013, 6.122], [-11.093, 2.190, 7.928], [-11.806, 0.832, 6.689], [-10.070, -0.307, 8.412], [-8.783, 1.047, 7.902], [-8.295, -2.255, 4.464], [-8.646, -3.253, 6.045], [-5.516, -2.241, 5.581], [-6.172, -3.831, 6.380], [-7.028, -3.571, 3.272], [-6.440, -5.060, 4.382], [-3.394, -6.699, 3.970], [-2.302, -3.152, -0.293], [-3.970, -3.923, -0.900], [-1.206, -5.612, -0.252], [-2.864, -6.341, -0.940], [-2.118, -5.878, -3.129], [-2.238, -3.997, -2.816], [0.326, -6.027, -2.201], [0.370, -4.075, -1.958], [1.794, -2.990, -3.760], [4.542, -0.070, -8.233], [5.077, -1.475, -8.616], [4.776, -1.773, -10.109], [3.321, -2.128, -10.383], [2.864, -3.266, -9.476], [3.105, -2.979, -7.971], [4.504, -2.503, -7.684], [5.348, -3.628, -7.730], [2.069, -1.932, -7.476], [2.729, -4.265, -7.161], [6.628, -1.307, -8.471], [3.477, 0.064, -8.405], [4.747, 0.155, -7.179], [5.029, 0.710, -8.832], [5.405, -2.608, -10.453], [5.056, -0.911, -10.730], [2.684, -1.247, -10.252], [3.209, -2.432, -11.430], [1.799, -3.460, -9.658], [3.395, -4.180, -9.772], [2.356, -1.518, -6.502], [1.077, -2.382, -7.350], [1.915, -1.109, -8.173], [3.299, -5.146, -7.477], [1.673, -4.525, -7.302], [2.890, -4.116, -6.086], [6.911, -1.124, -7.427], [6.988, -0.456, -9.062], [7.183, -2.182, -8.829], [2.140, 1.718, 1.279], [1.661, 0.668, 0.243], [1.540, 1.318, -1.161], [0.312, 2.204, -1.323], [-0.954, 1.446, -0.940], [-0.886, 0.824, 0.479], [0.380, 0.043, 0.714], [0.244, -1.189, 0.048], [-1.027, 1.950, 1.540], [-2.174, -0.039, 0.698], [2.858, -0.343, 0.193], [1.499, 2.592, 1.357], [2.231, 1.273, 2.277], [3.129, 2.111, 1.009], [1.502, 0.532, -1.931], [2.439, 1.910, -1.382], [0.418, 3.113, -0.722], [0.235, 2.536, -2.364], [-1.812, 2.126, -1.014], [-1.126, 0.658, -1.686], [-0.737, 1.597, 2.536], [-2.065, 2.297, 1.616], [-0.451, 2.844, 1.305], [-2.291, -0.825, -0.057], [-3.078, 0.579, 0.632], [-2.170, -0.509, 1.689], [2.978, -0.862, 1.152], [3.802, 0.176, -0.018], [2.743, -1.096, -0.594], [0.652, 5.502, 5.871], [1.859, 4.812, 5.184], [2.975, 4.525, 6.224], [3.767, 5.760, 6.630], [4.312, 6.480, 5.401], [3.214, 6.826, 4.362], [2.331, 5.652, 4.033], [3.055, 4.810, 3.168], [2.359, 8.009, 4.894], [3.911, 7.428, 3.096], [1.264, 3.433, 4.738], [0.899, 6.430, 6.380], [-0.146, 5.711, 5.148], [0.223, 4.856, 6.648], [3.678, 3.783, 5.817], [2.543, 4.066, 7.124], [3.144, 6.431, 7.229], [4.601, 5.463, 7.276], [4.829, 7.392, 5.723], [5.078, 5.843, 4.938], [1.432, 8.120, 4.320], [2.899, 8.960, 4.812], [2.106, 7.923, 5.951], [4.651, 6.750, 2.656], [4.456, 8.347, 3.345], [3.174, 7.683, 2.324], [0.486, 3.565, 3.975], [0.805, 2.910, 5.586], [2.025, 2.753, 4.338]], "forces_ev_per_angstrom": [[1.19, -0.68, -0.78], [-1.63, 2.04, 1.02], [3.57, -1.29, 1.81], [4.29, 1.09, 1.87], [-7.12, -2.33, -3.46], [-0.71, 1.73, -0.17], [-0.49, -0.90, 0.14], [0.08, -0.16, 0.32], [1.37, 0.32, 0.45], [-1.92, -2.21, -3.61], [0.63, 3.69, -0.77], [-3.19, 1.58, 1.96], [0.59, 0.63, -0.50], [0.72, -0.57, 0.01], [0.11, 0.30, -0.87], [0.02, -0.88, -0.57], [-0.95, 0.62, 1.34], [-0.16, -4.21, -5.49], [4.20, 1.11, 4.22], [-3.08, 4.46, 2.56], [-1.11, -1.59, 1.89], [1.17, -3.83, 1.60], [-1.14, -1.11, 2.12], [0.32, -1.61, -1.73], [1.80, 1.35, 0.95], [1.09, 1.22, -2.12], [-1.40, -1.76, -0.96], [0.88, -0.61, 2.38], [1.58, 1.37, -0.94], [-1.95, -1.37, -0.28], [-0.34, 1.84, -1.98], [1.33, -0.76, 1.63], [0.30, 2.36, -1.03], [0.36, -0.27, -0.17], [-1.66, -1.77, 0.11], [1.77, -0.07, 1.29], [-2.19, 0.49, -1.03], [1.50, 2.13, 0.43], [0.84, 2.05, 1.37], [1.24, -2.04, 0.88], [-0.51, 2.35, -1.16], [-0.81, -1.98, -1.27], [-0.73, -0.63, -1.09], [-0.27, 0.09, -0.04], [0.80, 1.84, -0.22], [-0.06, -0.33, 0.02], [-0.03, -0.01, 0.03], [0.34, 0.10, -0.08], [-1.93, -0.28, 0.63], [2.42, -4.00, -1.93], [-2.08, 3.04, 0.59], [-0.02, 0.26, -0.09], [0.94, 0.06, -0.18], [-0.23, -0.77, 0.19], [-0.03, -0.12, 0.07], [-0.04, -0.15, -0.15], [0.08, -0.33, 0.06], [-0.05, 0.10, 0.27], [0.09, -0.02, 0.33], [0.00, -0.02, 0.04], [0.01, 0.07, 0.10], [0.12, 0.01, 0.33], [0.04, 0.10, 0.23], [0.03, -0.07, -0.19], [0.35, -0.15, -0.03], [0.15, 0.05, 0.03], [0.07, 0.32, 0.08], [0.20, 0.37, -0.08], [0.07, -0.05, -0.45], [-0.12, -0.10, -0.15], [-0.42, -0.08, 0.07], [-0.27, 0.05, 0.21], [-0.16, 0.22, 0.02], [1.96, 0.73, 0.53], [-0.29, -0.17, -0.10], [-0.02, 0.01, 0.03], [0.32, -0.15, -0.10], [-1.65, 0.91, 0.80], [-0.59, -3.31, -3.95], [0.34, 2.95, 2.17], [0.18, 0.18, 0.08], [0.61, -0.49, -0.25], [-0.72, -0.38, -0.10], [-0.05, -0.06, 0.04], [-0.10, 0.01, -0.20], [-0.21, -0.25, -0.07], [-0.03, -0.03, 0.26], [-0.04, -0.22, 0.29], [-0.01, -0.05, 0.03], [0.02, -0.01, 0.13], [0.03, -0.21, 0.28], [0.05, -0.06, 0.23], [0.04, 0.01, -0.19], [0.15, -0.29, -0.18], [0.12, -0.11, 0.04], [0.24, 0.12, 0.19], [0.41, 0.14, 0.02], [0.08, 0.06, -0.17], [-0.12, 0.09, -0.16], [-0.39, 0.20, 0.10], [-0.18, 0.11, 0.23], [0.01, 0.24, 0.14], [-1.61, -0.76, 1.09], [0.28, 0.05, -0.21], [-0.02, 0.03, -0.01], [-0.09, -0.34, 0.01], [0.30, 1.99, -0.06], [3.70, -3.12, -1.60], [-2.25, 2.28, 1.89], [-0.19, 0.00, 0.19], [-0.10, -0.81, -0.13], [0.58, 0.26, -0.53], [0.06, 0.04, -0.11], [0.22, -0.02, 0.05], [0.22, -0.06, -0.27], [-0.21, 0.15, -0.13], [-0.18, 0.05, -0.30], [0.00, 0.01, -0.05], [-0.11, 0.04, -0.05], [-0.22, 0.01, -0.27], [-0.21, 0.05, -0.12], [0.13, -0.12, 0.09], [0.07, -0.34, -0.13], [-0.08, -0.11, -0.07], [-0.34, -0.03, 0.10], [-0.29, -0.21, 0.27], [0.08, -0.12, 0.16], [0.18, 0.05, 0.08], [0.13, 0.42, 0.00], [-0.08, 0.32, -0.05]], "lowdin_charge": [-0.1046, -0.2347, -0.1129, -0.2459, -0.0282, -0.1000, -0.1734, -0.0812, -0.3861, 0.1013, -0.1522, 0.1311, -0.3402, -0.0806, -0.1980, -0.2145, -0.2173, 0.8116, -0.3758, -0.3865, -0.2433, 0.1620, 0.0922, 0.0822, 0.0822, 0.1404, 0.1288, 0.1283, 0.1327, 0.1242, 0.1355, 0.1097, 0.1372, 0.1030, 0.1164, 0.1235, 0.1210, 0.1283, 0.1225, 0.1258, 0.1308, 0.1171, 0.1038, -0.0464, -0.4783, -0.1422, -0.1911, -0.1364, -0.4602, -0.0222, -0.0288, -0.0452, -0.0571, -0.0509, 0.0532, 0.0901, 0.0849, 0.1235, 0.1214, 0.1022, 0.1128, 0.1259, 0.1240, 0.0849, 0.0852, 0.0559, 0.0829, 0.0817, 0.0605, 0.0849, 0.0819, 0.0745, -0.0434, -0.4728, -0.1385, -0.1859, -0.1374, -0.4671, -0.0148, -0.0521, -0.0468, -0.0430, -0.0471, 0.0523, 0.0875, 0.0916, 0.1192, 0.1252, 0.1054, 0.1152, 0.1254, 0.1226, 0.0893, 0.0859, 0.0587, 0.0581, 0.0862, 0.0910, 0.0872, 0.0857, 0.0665, -0.0422, -0.4730, -0.1389, -0.1885, -0.1392, -0.4738, -0.0198, -0.0355, -0.0462, -0.0486, -0.0455, 0.0540, 0.0924, 0.0878, 0.1244, 0.1239, 0.1035, 0.1148, 0.1247, 0.1239, 0.0932, 0.0841, 0.0569, 0.0747, 0.0823, 0.0878, 0.0771, 0.0876, 0.0663]}

---

(4)
{"formula": "H31O16", "method": "ωB97M-V with the def2-TZVPD basis set", "lumo_energy_ev": 2.62, "orbital_gap_ev": 9.3, "total_charge": -1, "total_energy_ha": -1222.57019, "e_homo_ev": -6.710, "species": ["O", "H", "H", "O", "H", "H", "O", "H", "H", "O", "H", "H", "O", "H", "H", "O", "H", "H", "O", "H", "H", "O", "H", "H", "O", "H", "O", "H", "H", "O", "H", "H", "O", "H", "H", "O", "H", "H", "O", "H", "H", "O", "H", "H", "O", "H", "H"], "positions_angstrom": [[1.758, -0.140, -1.290], [2.423, -0.810, -1.061], [1.656, 0.399, -0.499], [-1.847, -0.677, -1.251], [-2.005, -0.143, -0.375], [-3.139, 0.335, -2.143], [-1.726, 3.369, -2.774], [-1.473, 2.423, -2.753], [-2.506, 3.285, -3.333], [-0.187, 1.123, -2.515], [-0.713, 0.332, -2.265], [0.748, 0.940, -2.631], [-1.791, 0.761, 0.936], [-1.314, 1.567, 0.663], [-1.041, 0.166, 1.161], [3.807, -2.027, 3.230], [3.538, -1.118, 3.024], [3.016, -2.524, 2.962], [1.578, -3.815, 3.088], [1.438, -4.723, 3.398], [1.304, -3.874, 2.126], [-1.908, 4.449, -0.432], [-1.657, 4.026, -1.322], [-2.132, 5.331, -0.744], [-3.551, 1.200, -2.305], [-3.825, 1.786, -1.551], [1.337, -4.137, 0.562], [0.558, -3.683, 0.099], [2.169, -3.814, 0.208], [0.153, 2.279, 0.004], [0.213, 3.254, -0.131], [-0.205, 1.953, -0.868], [0.168, -1.315, 1.907], [-0.083, -1.999, 0.858], [0.041, -2.044, 2.523], [3.714, -1.795, -0.323], [4.672, -1.705, -0.349], [3.550, -1.407, 0.561], [-4.014, 2.712, -0.159], [-3.705, 1.989, 0.401], [-3.325, 3.408, -0.213], [2.385, 0.217, 1.955], [1.615, -0.389, 2.073], [1.961, 1.020, 1.627], [-0.360, -2.438, -0.191], [-1.449, -1.560, -0.925], [0.152, -2.190, -0.965]], "forces_ev_per_angstrom": [[0.17, -0.18, -0.24], [0.06, 0.24, -0.02], [-0.08, -0.06, 0.10], [-0.31, -0.05, 1.06], [0.40, -0.94, -1.76], [-0.16, 0.39, 0.92], [0.12, -0.42, -0.83], [0.52, 0.14, 0.20], [-0.32, 0.32, 0.25], [-0.97, 0.94, -0.41], [0.40, -0.34, 0.33], [-0.01, -0.65, 0.31], [0.19, 0.01, 0.28], [-0.06, -0.06, 0.19], [-0.34, -0.19, 0.60], [-0.19, 0.41, -0.52], [0.19, 0.00, 0.18], [0.10, -0.39, 0.45], [-0.55, -0.45, 0.00], [0.20, 0.42, 0.03], [0.46, 0.01, 0.34], [0.57, 0.02, -0.96], [-0.62, 0.13, 0.83], [-0.10, 0.21, 0.33], [-0.45, 0.70, -1.18], [0.56, -1.23, -0.21], [-0.34, -0.80, -0.41], [0.69, 0.17, 0.36], [-0.08, 0.26, -0.15], [-0.02, 1.09, -0.93], [-0.15, -0.98, 0.33], [0.73, -0.01, 0.36], [-0.22, -0.68, -0.75], [0.51, 1.52, -0.10], [0.12, 0.32, 0.53], [0.33, 0.16, 0.92], [0.10, -0.18, -0.41], [-0.44, -0.19, -0.15], [-0.49, 0.18, 0.02], [0.31, 0.26, 0.13], [0.07, -0.38, 0.33], [0.19, 0.23, -0.25], [-0.53, -0.44, -0.08], [0.15, 0.06, 0.13], [-0.64, -1.35, -0.45], [-0.59, 1.26, -0.07], [0.56, 0.50, 0.35]], "lowdin_charge": [-0.0575, 0.0000, 0.0158, -0.1722, 0.0382, -0.0026, -0.0675, 0.0196, 0.0654, -0.0860, 0.0306, 0.0395, -0.0713, 0.0166, 0.0362, -0.0870, -0.0051, -0.0126, -0.1085, 0.0440, -0.0133, -0.1031, 0.0118, 0.0509, -0.1125, -0.0063, -0.0903, 0.0193, 0.0366, -0.0772, 0.0698, 0.0318, -0.2617, 0.0052, -0.0094, -0.0493, 0.0618, 0.0418, -0.0666, 0.0405, 0.0097, -0.0942, -0.0043, 0.0251, -0.2043, 0.0203, 0.0321]}